[1]
The following is a quantum chemistry calculation of a 4-piece molecular cluster, C39H88N8O15P overall in a non-equilibrium geometry, from OMol25.

```
151
Properties=species:S:1:pos:R:3:mulliken_charge:R:1
C 10.4590 -0.5554 0.3436 -1.53
C 8.9326 -0.3877 0.3453 0.25
C 8.5411 1.0004 -0.1814 -1.83
C 7.1834 1.6543 0.1693 0.46
C 7.1636 3.0472 -0.5071 -1.57
C 6.8150 1.7292 1.6912 1.28
C 8.0100 1.9204 2.6250 -1.75
C 8.9670 3.0461 2.2775 -0.40
O 8.6487 4.2092 2.1784 -0.60
O 10.2292 2.6215 2.1806 -0.41
N 5.7998 2.8315 1.8264 0.86
C 5.7308 3.7220 2.9852 -1.26
N 5.3898 3.0437 4.2348 -0.13
C 4.6135 2.2645 1.4352 -1.03
N 3.7530 2.9787 0.7294 1.15
C 4.0542 4.4034 0.4839 -1.69
O 3.5224 4.6953 -0.7795 -0.26
C 3.3125 6.0560 -1.0219 0.64
C 4.5514 6.8191 -1.3390 -1.08
O 2.1993 6.4798 -0.9947 -0.48
C 2.5461 2.4601 0.0471 -2.29
C 1.1462 2.9871 0.5017 1.44
N 1.2903 3.9750 1.5560 -0.64
N 0.2509 1.8854 0.8758 -0.34
N 0.5518 3.6413 -0.6614 -0.59
N 4.5483 0.9401 1.7419 0.73
C 3.3855 0.2694 2.3269 -2.17
C 2.7429 0.9973 3.5150 0.63
C 3.1169 0.4767 4.8978 -0.62
C 2.4489 1.3087 6.0032 -0.94
O 3.3938 1.6241 7.0034 -0.39
C 3.3261 2.9430 7.4902 -0.71
C 5.9162 0.4640 2.0630 -0.51
O 6.1414 -0.6768 1.2721 -0.45
P 6.3029 -0.3368 3.7472 0.27
N 7.6474 -1.1180 3.6639 -0.77
H 10.8843 -0.2091 1.2860 0.32
H 10.7501 -1.5901 0.1724 0.42
H 10.9078 0.0516 -0.4477 0.34
H 8.5485 -0.6022 1.3351 -0.02
H 8.5146 -1.1462 -0.3190 0.46
H 8.5429 0.9276 -1.2723 0.61
H 9.3506 1.6966 0.0522 0.55
H 6.4152 1.0722 -0.3432 0.69
H 6.1980 3.2466 -0.9768 0.24
H 7.9022 3.0557 -1.3084 0.54
H 7.4156 3.8510 0.1781 0.23
H 7.6854 2.0975 3.6494 1.05
H 8.5732 0.9873 2.6466 0.55
H 10.7414 3.2989 1.7097 0.46
H 4.9654 4.4702 2.7776 0.52
H 6.6675 4.2621 3.0588 0.40
H 6.1326 3.1114 4.9169 0.36
H 4.5611 3.4320 4.6657 0.05
H 5.1334 4.5554 0.5217 0.92
H 3.5696 5.0159 1.2474 0.32
H 5.1829 6.8959 -0.4528 0.29
H 4.2769 7.8050 -1.7023 0.38
H 5.1177 6.2793 -2.0976 0.32
H 2.6412 2.8002 -0.9766 0.50
H 2.6138 1.3784 0.0094 1.02
H 0.3958 4.1955 1.9730 0.39
H 1.9478 3.7040 2.2726 -0.09
H -0.0922 1.9787 1.8175 0.20
H 0.6162 0.9609 0.7102 0.09
H 0.5431 4.6480 -0.5613 0.25
H -0.3777 3.2810 -0.8152 0.28
H 2.6265 0.0650 1.5772 0.77
H 3.7129 -0.7208 2.6442 0.93
H 2.9530 2.0687 3.4858 -0.49
H 1.6630 0.8952 3.4055 0.62
H 2.7654 -0.5520 4.9923 0.52
H 4.1874 0.5491 5.0812 0.17
H 1.5970 0.7726 6.4307 0.42
H 2.0512 2.2415 5.5785 0.38
H 4.2016 3.1084 8.1149 0.25
H 2.4284 3.1171 8.0905 0.31
H 3.3360 3.6794 6.6756 0.27
H 5.5668 -0.6209 0.4991 0.53
H 5.1704 -1.0962 4.0648 0.11
H 6.3530 0.6967 4.6825 0.06
H 7.5521 -2.1146 3.8019 0.27
C -3.2470 -4.1858 -2.5227 -0.68
O -3.0291 -3.9966 -1.1396 -0.21
C -1.7968 -4.5123 -0.6712 -0.63
C -1.2225 -3.6519 0.4314 -0.26
O -0.6913 -2.4031 0.0064 -0.43
C -1.6004 -1.4076 -0.4297 -0.52
C -2.4196 -0.7610 0.6614 -0.33
O -3.4128 -1.6336 1.1589 -0.03
C -3.6434 -1.5202 2.5445 -0.95
H -3.4634 -5.2321 -2.7598 0.37
H -4.1079 -3.5797 -2.8006 0.02
H -2.3819 -3.8575 -3.1101 0.39
H -1.0715 -4.5876 -1.4895 0.36
H -1.9628 -5.5177 -0.2622 0.41
H -0.3662 -4.1884 0.8459 0.41
H -1.9528 -3.5245 1.2329 0.04
H -2.2500 -1.7799 -1.2237 0.01
H -0.9721 -0.6232 -0.8617 0.49
H -2.9129 0.1229 0.2333 0.29
H -1.7546 -0.4270 1.4690 0.32
H -2.7050 -1.5688 3.1098 0.40
H -4.2697 -2.3594 2.8410 0.24
H -4.1626 -0.5871 2.7929 0.32
C -5.9946 -1.5856 -0.7065 -0.19
O -6.9054 -0.5132 -0.5930 -0.38
C -6.3131 0.7154 -0.2328 -0.17
C -6.9760 1.8712 -0.9457 -0.47
O -6.6638 1.9667 -2.3234 -0.48
C -7.2107 1.0164 -3.2226 -0.07
C -8.6872 1.1716 -3.4993 -0.69
O -9.4706 0.7675 -2.3916 -0.23
C -10.6258 1.5502 -2.1920 -0.87
H -5.6398 -1.9193 0.2680 0.19
H -6.5239 -2.4017 -1.1936 -0.09
H -5.1323 -1.3103 -1.3267 0.36
H -5.2424 0.7160 -0.4745 0.03
H -6.4246 0.8649 0.8514 0.42
H -6.5762 2.7905 -0.5097 0.44
H -8.0540 1.8641 -0.7699 0.13
H -6.9822 -0.0065 -2.9148 -0.09
H -6.6905 1.2027 -4.1653 0.42
H -8.9388 0.5388 -4.3616 0.38
H -8.8990 2.2137 -3.7635 0.46
H -10.3866 2.6196 -2.1857 0.36
H -11.0384 1.2793 -1.2221 0.25
H -11.3811 1.3601 -2.9627 0.31
C -8.4390 -3.5183 -3.1473 -0.74
O -8.4536 -4.1821 -4.3905 -0.33
C -7.2804 -3.9715 -5.1528 -0.14
C -6.8712 -5.2082 -5.9180 -0.40
O -6.3203 -6.2403 -5.1195 -0.43
C -7.1855 -6.9930 -4.2864 -0.26
C -8.0736 -7.9735 -5.0156 -0.60
O -9.1070 -7.3156 -5.7247 -0.29
C -9.4226 -7.9134 -6.9612 -0.78
H -8.5470 -2.4341 -3.2709 0.32
H -9.2730 -3.8923 -2.5570 0.34
H -7.5075 -3.7256 -2.6083 0.19
H -6.4501 -3.6682 -4.5028 -0.01
H -7.4661 -3.1649 -5.8757 0.39
H -6.0570 -4.9116 -6.5837 0.40
H -7.6922 -5.5692 -6.5408 0.15
H -7.7757 -6.3486 -3.6314 0.09
H -6.5155 -7.5825 -3.6556 0.39
H -8.5245 -8.6431 -4.2705 0.38
H -7.4623 -8.5768 -5.6963 0.36
H -8.5232 -8.0810 -7.5645 0.35
H -10.0780 -7.2284 -7.4956 0.23
H -9.9431 -8.8684 -6.8276 0.33
```

Results
* charge: +1
* energy: -3446.323409 Eh
* HOMO: -10.056 eV
* gap between HOMO and LUMO: 0.27306 Eh

=====

[2]
The following is a quantum chemistry calculation of a 6-piece molecular cluster, C39H89BClO3 overall in a non-equilibrium geometry, from OMol25.

```
133
Properties=species:S:1:pos:R:3:mulliken_charge:R:1
C -0.9783 -0.6246 -0.6968 -1.38
C -0.4457 0.0086 0.5805 0.79
C 0.1506 1.4033 0.4534 0.51
O 0.9588 1.7780 1.2992 -0.67
O -0.1528 2.1494 -0.6219 -0.29
C -1.5755 2.4256 -0.8224 0.94
C -1.9277 3.8816 -0.6552 -1.33
B -3.3052 4.2896 -1.4382 0.38
Cl -2.8762 4.4638 -3.3195 -0.43
C -4.5149 3.1976 -1.3050 -0.69
C -5.3889 3.3677 -0.0442 -0.63
C -5.1258 2.3363 1.0536 -0.02
O -6.0386 1.2543 1.0490 -0.45
C -5.6941 0.2451 0.1360 -0.47
H -0.2549 -0.5915 -1.5039 0.28
H -1.8644 -0.1064 -1.0441 0.33
H -1.2904 -1.6511 -0.5196 0.45
H 0.3210 -0.6230 1.0181 -0.48
H -1.2374 0.0690 1.3270 0.19
H -2.1640 1.8349 -0.1254 -0.28
H -1.8248 2.1154 -1.8342 0.19
H -1.9504 4.1328 0.4086 0.12
H -1.1060 4.4640 -1.0738 0.29
H -3.6883 5.3746 -1.0389 -0.25
H -4.1750 2.1583 -1.3410 0.16
H -5.1570 3.3172 -2.1784 0.16
H -6.4372 3.2298 -0.3173 0.40
H -5.3192 4.3736 0.3619 0.39
H -5.2223 2.8092 2.0300 0.32
H -4.0957 1.9764 0.9801 -0.18
H -6.3083 -0.6239 0.3597 0.28
H -5.9011 0.5444 -0.8916 0.24
H -4.6473 -0.0471 0.2344 0.12
C 5.7965 -4.3201 -0.1413 -1.29
C 4.6841 -4.8598 0.7531 0.34
C 3.2813 -4.5622 0.2277 -0.88
C 2.9421 -3.0759 0.1091 -0.67
C 3.0704 -2.2801 1.4068 -0.42
C 2.1294 -2.7571 2.5102 -0.50
H 5.7604 -3.2328 -0.2178 0.29
H 6.7770 -4.5884 0.2553 0.40
H 5.7191 -4.7327 -1.1494 0.30
H 4.7995 -4.4559 1.7624 -0.41
H 4.7972 -5.9438 0.8438 0.42
H 2.5495 -5.0539 0.8752 0.33
H 3.1666 -5.0236 -0.7584 0.42
H 1.9164 -2.9836 -0.2622 0.18
H 3.5768 -2.6147 -0.6524 0.41
H 2.8501 -1.2311 1.1909 0.32
H 4.1021 -2.3058 1.7687 0.50
H 1.0897 -2.7132 2.1778 0.38
H 2.2258 -2.1245 3.3941 -0.43
H 2.3443 -3.7833 2.8131 0.35
C 4.8821 -3.1317 4.7491 -1.02
C 3.8094 -3.6994 5.6748 -0.80
C 3.2104 -2.6559 6.6180 0.74
C 4.2016 -2.0155 7.5902 -0.58
C 4.9404 -2.9995 8.4954 -0.80
C 4.0148 -3.7914 9.4147 -1.16
H 5.7409 -2.7586 5.3096 0.44
H 5.2461 -3.8968 4.0614 0.21
H 4.4814 -2.3088 4.1561 0.08
H 4.2214 -4.5376 6.2446 0.58
H 3.0010 -4.1125 5.0681 0.24
H 2.3915 -3.1146 7.1798 0.51
H 2.7532 -1.8607 6.0195 -0.83
H 3.6590 -1.2983 8.2146 0.07
H 4.9353 -1.4288 7.0305 0.47
H 5.6516 -2.4385 9.1076 0.44
H 5.5366 -3.6906 7.8932 0.30
H 3.4271 -3.1209 10.0452 0.22
H 4.5886 -4.4496 10.0690 0.42
H 3.3219 -4.4153 8.8484 0.27
C 1.3855 0.8678 4.4483 -0.93
C 0.4864 0.1203 5.4292 0.46
C -0.0030 0.9810 6.5913 -1.10
C 1.1106 1.5302 7.4841 -1.00
C 2.0253 0.4686 8.0940 0.24
C 1.2986 -0.5111 9.0109 -0.90
H 2.2997 1.2202 4.9314 0.26
H 1.6797 0.2188 3.6237 0.03
H 0.8752 1.7275 4.0156 0.41
H 1.0141 -0.7588 5.8147 -0.28
H -0.3844 -0.2616 4.8893 0.47
H -0.7039 0.3976 7.1963 0.36
H -0.5777 1.8230 6.1948 0.42
H 0.6545 2.1136 8.2909 0.43
H 1.7211 2.2344 6.9133 0.34
H 2.8086 0.9740 8.6661 0.54
H 2.5369 -0.0850 7.3015 -0.34
H 0.8004 0.0166 9.8272 0.39
H 1.9993 -1.2235 9.4506 0.16
H 0.5449 -1.0846 8.4698 0.22
C 3.0717 -1.1979 -7.0352 -1.23
C 1.9241 -1.7539 -6.1971 -0.34
C 0.5431 -1.4227 -6.7598 -0.76
C 0.2217 0.0706 -6.8387 -0.63
C 0.3139 0.8183 -5.5099 -0.69
C -0.6622 0.3087 -4.4550 -0.60
H 3.0490 -0.1083 -7.0758 0.29
H 4.0355 -1.4904 -6.6153 0.39
H 3.0241 -1.5760 -8.0590 0.29
H 2.0094 -1.3855 -5.1716 0.21
H 2.0231 -2.8417 -6.1394 0.38
H -0.2148 -1.9268 -6.1538 0.31
H 0.4579 -1.8506 -7.7646 0.43
H -0.7903 0.1862 -7.2390 0.23
H 0.8865 0.5504 -7.5636 0.36
H 0.1121 1.8752 -5.6938 0.43
H 1.3341 0.7694 -5.1177 0.40
H -1.6924 0.3739 -4.8111 0.21
H -0.5851 0.9053 -3.5458 0.01
H -0.4579 -0.7307 -4.1867 0.33
C -5.2835 5.0773 -10.0638 -1.21
C -5.1289 3.5872 -9.7737 -0.35
C -5.9557 3.1109 -8.5809 -0.73
C -5.5936 3.7638 -7.2453 -0.88
C -4.1356 3.6027 -6.8200 -0.02
C -3.7210 2.1505 -6.6136 -0.73
H -4.9356 5.6870 -9.2295 0.29
H -4.7044 5.3634 -10.9438 0.38
H -6.3291 5.3294 -10.2548 0.29
H -4.0730 3.3544 -9.6141 0.25
H -5.4363 3.0208 -10.6580 0.38
H -5.8569 2.0249 -8.4949 0.30
H -7.0150 3.3008 -8.7867 0.41
H -6.2359 3.3390 -6.4678 0.37
H -5.8354 4.8299 -7.2816 0.33
H -3.9852 4.1387 -5.8825 0.07
H -3.4734 4.0731 -7.5538 0.21
H -4.3506 1.6730 -5.8597 0.30
H -2.6900 2.0970 -6.2656 0.00
H -3.7915 1.5686 -7.5370 0.31
```

Results
* charge: -1
* energy: -2250.228358 Eh
* HOMO: -5.523 eV
* gap between HOMO and LUMO: 0.28181 Eh

=====

[3]
The following is a quantum chemistry calculation of a 13-piece molecular cluster, C39H89Cl12N5O13P2 overall in a non-equilibrium geometry, from OMol25.

```
160
Properties=species:S:1:pos:R:3:mulliken_charge:R:1
C -0.9393 8.8784 -0.0983 0.17
O -1.7525 9.5828 0.5207 -0.62
N -1.1106 7.6036 -0.3764 0.18
C -0.0450 6.7311 -0.9589 -0.90
C -2.2268 6.8833 0.1974 -0.61
H 0.0319 9.2936 -0.4089 0.28
H 0.6925 7.2835 -1.5412 0.36
H -0.4428 5.9071 -1.5513 0.16
H 0.4577 6.2763 -0.1053 0.42
H -2.7220 6.3586 -0.6197 0.30
H -1.8903 6.0692 0.8395 -0.04
H -2.8336 7.4754 0.8824 0.30
C 3.3941 -2.4841 -1.2926 0.55
O 4.3445 -1.7582 -0.8775 -0.74
N 3.4163 -3.8086 -1.2324 0.37
C 4.4486 -4.6424 -0.7085 -1.04
C 2.2301 -4.4837 -1.8000 -0.20
H 2.4970 -2.0386 -1.7496 0.03
H 4.2304 -5.1548 0.2284 0.27
H 5.3999 -4.1847 -0.4370 0.33
H 4.6456 -5.4591 -1.4030 0.40
H 2.4017 -5.0226 -2.7318 0.39
H 1.9153 -5.1427 -0.9909 -0.17
H 1.3825 -3.8111 -1.9315 -0.14
C -1.2921 3.8065 3.0245 0.82
O -0.3890 4.6261 2.9367 -0.75
N -2.0426 3.5873 4.1308 0.18
C -3.1387 2.5575 4.1000 -0.56
C -1.8249 4.3129 5.3942 -1.06
H -1.5405 3.1394 2.1846 -0.16
H -3.2240 2.1363 5.1017 0.32
H -2.8729 1.7181 3.4574 0.03
H -4.0759 3.0636 3.8681 0.23
H -0.7877 4.6480 5.3905 0.34
H -2.4945 5.1720 5.4341 0.32
H -1.9788 3.6755 6.2650 0.30
C -3.1132 0.1986 -4.3942 0.18
O -3.0772 -0.0165 -3.2099 -0.38
N -4.1452 -0.2155 -5.1887 0.14
C -4.3456 0.3991 -6.4776 -0.97
C -5.1722 -1.0856 -4.7052 -0.93
H -2.4331 0.7816 -5.0344 0.15
H -5.3894 0.7122 -6.5001 0.34
H -4.1831 -0.1753 -7.3896 0.31
H -3.7141 1.2524 -6.7248 0.35
H -5.9667 -0.4216 -4.3645 0.35
H -5.6487 -1.7775 -5.3998 0.37
H -4.7743 -1.7301 -3.9214 0.20
C -1.6855 -8.6680 -4.9019 0.14
O -1.2109 -8.7227 -6.0532 -0.61
N -1.5545 -7.5914 -4.1063 0.12
C -2.1827 -7.5882 -2.7508 -0.72
C -0.7373 -6.4474 -4.4506 -0.93
H -2.2522 -9.4982 -4.4526 0.31
H -2.5686 -6.5876 -2.5560 0.16
H -1.3682 -7.8338 -2.0693 0.23
H -3.0150 -8.2793 -2.6178 0.35
H 0.2647 -6.6259 -4.0603 0.31
H -0.5962 -6.3312 -5.5252 0.35
H -1.0140 -5.4610 -4.0782 0.26
Cl -6.5575 -2.1597 -0.6475 -0.22
C -5.3171 -0.9005 -0.5095 0.47
C -4.4322 -1.0739 0.7464 0.73
Cl -5.1908 -0.4068 2.1899 -0.20
H -5.8614 0.0343 -0.6431 -0.15
H -4.6777 -0.9762 -1.3890 -0.23
H -3.4889 -0.5614 0.5579 -0.70
H -4.1655 -2.1194 0.9010 0.27
Cl -4.4022 3.6831 0.5863 0.01
C -5.6368 3.4194 -0.6796 0.05
C -6.9205 4.0550 -0.2949 -0.54
Cl -6.7835 5.7154 0.2814 -0.18
H -5.7985 2.3431 -0.7390 -0.31
H -5.1625 3.8707 -1.5510 0.35
H -7.3326 3.4569 0.5179 0.30
H -7.5857 4.1225 -1.1556 0.38
Cl 0.3456 2.7465 -4.0648 -0.16
C 1.2773 1.3327 -4.5014 -0.45
C 0.4257 0.0504 -4.4141 0.72
Cl 1.4116 -1.3888 -4.6447 -0.21
H 2.2492 1.4710 -4.0277 0.10
H 1.5974 1.4038 -5.5409 0.47
H -0.3022 0.1452 -5.2199 0.33
H -0.1185 -0.0134 -3.4718 -0.91
Cl 3.3402 -2.9399 3.2777 -0.26
C 4.6033 -1.8433 2.4082 -0.38
C 3.8982 -0.4936 2.1655 0.94
Cl 3.9074 0.5596 3.6419 -0.18
H 4.8021 -2.3647 1.4719 0.14
H 5.4645 -1.7027 3.0614 0.51
H 2.8996 -0.5938 1.7400 -0.42
H 4.5862 0.0651 1.5309 -0.41
Cl -2.4473 -0.8254 5.8450 -0.12
C -1.4042 -1.2772 7.2167 -0.53
C -0.3163 -0.2319 7.3341 -0.40
Cl 0.8162 -0.4887 6.0499 -0.08
H -0.9474 -2.2529 7.0510 0.34
H -1.9016 -1.3884 8.1802 0.36
H 0.1925 -0.2712 8.2972 0.35
H -0.6455 0.7900 7.1458 0.10
Cl -0.4304 -6.4434 0.4559 -0.11
C 0.9073 -7.6153 0.3001 -0.84
C 1.9693 -7.2182 1.2649 -0.11
Cl 1.6246 -8.0286 2.7520 -0.18
H 1.2422 -7.6826 -0.7350 0.29
H 0.5262 -8.6082 0.5389 0.59
H 2.0625 -6.1478 1.4488 0.07
H 2.9067 -7.6284 0.8894 0.24
C -1.9595 -3.5894 -0.7241 -1.29
C -0.9311 -2.4332 -0.8255 0.01
O -1.2221 -1.2592 -0.1161 0.68
P -0.0009 -0.1868 0.0732 -0.21
O 1.0602 -0.2263 -0.9473 -0.76
O -0.8875 1.2161 0.2483 0.69
C -1.5087 1.7097 -0.9676 1.58
C -1.3343 3.1931 -1.0277 -1.27
O 0.5566 -0.6049 1.5604 0.43
C -0.3752 -0.7528 2.6311 0.42
C -0.5259 -2.1608 2.9208 -0.87
H -1.7615 -4.3560 -1.4731 0.14
H -1.9646 -3.9506 0.3043 0.27
H -2.9779 -3.2430 -0.9000 0.06
H 0.0337 -2.8154 -0.4921 0.26
H -0.8237 -2.1330 -1.8678 0.21
H -1.0342 1.3330 -1.8738 -1.03
H -2.5210 1.3156 -1.0571 -0.05
H -1.6603 3.6439 -1.9651 0.51
H -1.7421 3.6626 -0.1325 -0.23
H -0.2671 3.4082 -0.9730 0.22
H -0.0831 -0.1308 3.4772 0.24
H -1.3601 -0.3378 2.4168 -0.32
H -1.1308 -2.2951 3.8175 0.32
H -1.0885 -2.6676 2.1368 -0.06
H 0.4161 -2.6336 3.1986 0.12
C 8.8987 2.3195 2.8157 -1.28
C 7.4009 2.1890 2.6859 0.04
O 6.9952 2.3729 1.3685 -0.26
P 5.9515 3.5981 1.0252 0.84
O 6.4404 4.9475 1.3938 -0.81
O 5.6175 3.4348 -0.5781 -0.45
C 5.4262 2.1268 -1.0490 0.45
C 4.2038 2.1674 -1.9210 -1.09
O 4.6069 3.1676 1.7553 0.11
C 3.3773 3.8971 1.6438 -0.89
C 2.0998 2.9795 1.4426 0.42
H 9.1592 2.3198 3.8741 0.36
H 9.2924 1.3828 2.4213 0.32
H 9.3798 3.1477 2.2955 0.31
H 7.0447 1.1782 2.8849 0.08
H 6.7968 2.8537 3.3034 0.39
H 6.3628 1.9468 -1.5768 0.35
H 5.2011 1.4021 -0.2665 -0.30
H 4.4115 2.6628 -2.8694 0.41
H 3.7824 1.1655 -2.0030 0.15
H 3.4275 2.8563 -1.5881 0.26
H 3.2629 4.4666 2.5661 0.31
H 3.4885 4.6250 0.8401 0.45
H 1.2118 3.6022 1.5514 -0.22
H 2.0897 2.5133 0.4574 -0.12
H 1.9547 2.2705 2.2576 0.12
```

Results
* energy: -8996.461552 Eh
* HOMO: -8.904 eV
* gap between HOMO and LUMO: 0.32347 Eh